Record 1
DFT (wB97M-V/def2-TZVPD) results for C3F6HoNO4S2 as an isolated structure.

Values from the calculation:
* total charge: 0
* multiplicity: 5
* E_HOMO (spin up / spin down): -7.2 / -8.8 eV
* frontier orbital gap (spin up / spin down): 6.5 / 7.1 eV

XYZ file:
```
17
Properties=species:S:1:pos:R:3:forces:R:3:nbo_charge:R:1
Ho 1.198582 -3.190751 1.290547 -0.2 1.5 0.1 0.991
O -0.378333 0.583084 3.791956 2.3 0.2 -1.6 -0.477
C 0.399996 -0.283614 3.616592 -3.8 -1.0 2.8 1.046
O 0.746284 -1.379403 3.921592 1.6 0.6 -1.7 -0.607
N -0.575518 1.044448 -0.523364 0.8 -0.5 0.3 -1.107
S 0.683583 0.980860 0.461627 -0.8 -0.8 0.6 1.333
O 0.853454 -0.394599 1.221694 0.2 0.2 -0.7 -1.177
C 2.216424 0.961422 -0.629173 -0.8 0.3 0.0 0.768
F 2.239197 2.082902 -1.336031 0.0 0.2 0.0 -0.304
F 2.227876 -0.062849 -1.469834 0.2 -0.6 -0.2 -0.320
F 3.295792 0.919582 0.137418 0.4 -0.2 0.3 -0.317
S -0.712446 -0.105224 -1.725354 -0.1 1.0 -1.6 1.275
O -0.672452 0.569698 -3.070073 0.1 -1.0 1.7 -0.932
C -2.547867 -0.368333 -1.459980 0.6 0.6 -0.4 0.774
F -2.760993 -0.948802 -0.287005 -0.1 -0.3 0.5 -0.327
F -3.227395 0.765533 -1.517464 -0.1 0.1 0.0 -0.301
F -2.986184 -1.173952 -2.423150 -0.1 -0.3 -0.2 -0.319
```
Positions in Å, forces in eV/Å.

---

Record 2
DFT (wB97M-V/def2-TZVPD) results for an isolated ion of composition C4H12N3S and charge +1.

Values from the calculation:
* ΔE to the lowest compared entry with this formula, charge and spin: 285.6 kJ/mol
* total charge: +1
* multiplicity: 1
* E_HOMO: -14.2 eV
* frontier orbital gap: 10.2 eV

XYZ file:
```
20
Properties=species:S:1:pos:R:3:forces:R:3:nbo_charge:R:1
C -0.357133 2.121011 1.626760 -2.1 1.4 2.6 -0.663
C -1.403404 1.089098 1.168822 0.7 1.0 -1.2 -0.216
N -0.755147 0.559692 -0.104535 -0.7 0.8 -3.8 -0.331
S -2.049645 0.108685 -1.316583 -0.5 -1.8 0.5 0.142
N 0.134651 -0.439010 0.214670 0.2 -0.8 1.3 -0.418
C 0.780065 -1.115770 -0.675151 0.5 0.5 -0.1 0.496
C 1.788344 -2.052872 -0.097476 -2.2 0.3 -0.2 -0.637
N 0.777813 -0.923059 -2.008171 -1.5 1.7 -0.9 -0.797
H 0.626813 2.014658 1.252958 0.9 -0.5 -0.5 0.228
H -0.670703 3.208825 1.483167 0.2 -1.6 0.1 0.242
H -0.326639 1.930988 2.721723 0.4 0.7 -0.5 0.249
H -2.382881 1.627709 0.809789 1.7 -1.6 1.2 0.255
H -1.394321 0.148681 1.837629 -0.7 1.7 -1.1 0.271
H -0.261535 1.279162 -0.781376 -1.0 -0.7 2.3 0.431
H -2.099585 -1.247961 -0.900904 0.0 1.6 -0.4 0.172
H 1.780831 -2.905148 -0.701511 0.1 -1.8 -0.4 0.233
H 2.655091 -1.566620 -0.287279 3.2 1.4 -0.6 0.241
H 1.750418 -2.166604 0.966393 -0.6 -0.4 0.3 0.262
H 1.234193 -1.452900 -2.718900 0.7 -0.8 0.4 0.430
H 0.172775 -0.218565 -2.490025 0.6 -1.0 1.2 0.411
```
Positions in Å, forces in eV/Å.

---

Record 3
DFT (wB97M-V/def2-TZVPD) results for C37H30BeBr2OP2S as an isolated structure.

Values from the calculation:
* ΔE to the lowest compared entry with this formula, charge and spin: 27.7 kJ/mol
* total charge: +2
* multiplicity: 1
* E_HOMO: -14.5 eV
* frontier orbital gap: 8.3 eV

XYZ file:
```
74
Properties=species:S:1:pos:R:3:forces:R:3:lowdin_charge:R:1
Be -0.880496 0.028122 -0.347516 0.5 0.0 0.3 0.067
O -2.196255 -2.909934 -0.168246 -0.3 0.0 -0.1 -0.365
S -1.082014 -2.056251 0.216305 0.3 -0.8 0.5 0.921
C 0.477241 -2.814769 -0.264928 0.0 0.4 -0.2 -0.324
C 0.775948 -4.121265 0.075963 -0.2 0.0 0.1 -0.031
C 1.988747 -4.660673 -0.325888 0.0 0.0 0.0 -0.019
C 2.885646 -3.895162 -1.058751 0.0 0.0 0.0 -0.022
C 2.569747 -2.593745 -1.425726 0.0 0.1 0.0 -0.042
C 1.351014 -2.049221 -1.040029 0.0 0.1 0.2 -0.326
P 0.729881 -0.449564 -1.636528 -0.5 -0.3 -1.0 1.069
C 2.101377 0.396757 -2.431982 -0.1 0.2 0.4 -0.385
C 2.162129 0.606483 -3.806910 -0.1 0.0 0.1 -0.096
C 3.279499 1.226406 -4.346297 0.0 0.0 -0.1 -0.044
C 4.313250 1.646629 -3.522678 0.0 0.0 0.0 -0.040
C 4.234876 1.465040 -2.147576 0.0 0.0 0.0 -0.048
C 3.128619 0.843467 -1.596416 0.0 0.0 -0.1 -0.088
C -0.473278 -0.992784 -2.891788 -0.2 0.2 -0.2 -0.366
C -0.156156 -1.795836 -3.984616 0.0 -0.1 0.2 -0.063
C -1.144442 -2.144021 -4.893551 0.2 -0.1 0.0 -0.032
C -2.451586 -1.717953 -4.715071 -0.2 0.1 0.0 -0.029
C -2.800860 -0.948825 -3.612783 -0.1 -0.1 -0.1 -0.032
C -1.806287 -0.593935 -2.729853 0.6 0.2 0.6 -0.147
C -0.898684 -2.015904 1.996544 0.0 0.5 -0.1 -0.333
C -1.038516 -3.165931 2.759201 -0.1 -0.2 -0.2 -0.040
C -0.845187 -3.092176 4.127196 0.0 0.0 -0.1 -0.017
C -0.528021 -1.876797 4.726197 0.0 0.0 0.0 -0.018
C -0.438591 -0.723998 3.965852 0.0 -0.1 -0.1 -0.044
C -0.627840 -0.783713 2.586057 0.0 0.0 0.0 -0.334
P -0.757029 0.768035 1.639169 -0.2 0.0 0.3 1.057
C -2.264415 1.471184 2.340441 0.1 0.0 -0.2 -0.390
C -2.296634 2.384571 3.388958 0.0 0.0 0.0 -0.073
C -3.523061 2.794396 3.893125 0.0 0.0 0.0 -0.042
C -4.702143 2.277597 3.378144 0.0 0.0 0.0 -0.038
C -4.670374 1.341004 2.352791 0.0 0.0 0.0 -0.051
C -3.453686 0.945665 1.827245 0.1 0.1 0.0 -0.164
C 0.738142 1.689666 2.047084 0.0 0.0 -0.2 -0.350
C 0.751134 3.070366 2.227784 -0.1 -0.1 -0.1 -0.074
C 1.949558 3.709484 2.510585 0.0 0.1 0.0 -0.045
C 3.130127 2.986154 2.583290 0.0 0.0 0.0 -0.043
C 3.123989 1.615138 2.355633 0.1 0.0 0.0 -0.062
C 1.932872 0.964743 2.086971 -0.1 0.0 0.1 -0.108
H 0.066056 -4.715182 0.635258 0.0 0.0 0.0 0.119
H 2.231256 -5.680904 -0.062539 0.0 0.0 0.0 0.127
H 3.830837 -4.323195 -1.364548 0.0 0.0 0.0 0.125
H 3.260591 -2.006852 -2.017338 0.0 0.0 0.0 0.118
H 1.347134 0.300333 -4.448238 0.0 0.0 0.0 0.101
H 3.339680 1.380005 -5.415294 0.0 0.0 0.0 0.121
H 5.182299 2.124762 -3.954100 0.0 0.0 0.0 0.121
H 5.038224 1.809876 -1.510476 0.0 0.0 0.0 0.117
H 3.055319 0.702435 -0.523898 0.1 0.0 0.0 0.093
H 0.854224 -2.165636 -4.108349 0.0 0.0 -0.1 0.122
H -0.888674 -2.759046 -5.745897 0.0 0.0 0.0 0.123
H -3.214574 -1.985716 -5.433006 0.0 -0.1 0.0 0.124
H -3.824446 -0.633846 -3.463233 0.0 0.0 0.0 0.126
H -2.084051 0.061881 -1.878790 -0.1 0.1 -0.2 0.046
H -1.326094 -4.096434 2.287346 0.0 0.0 0.0 0.122
H -0.946167 -3.985173 4.728449 0.0 0.0 0.0 0.127
H -0.377582 -1.826571 5.796180 0.0 0.0 0.0 0.126
H -0.237299 0.231199 4.435380 0.0 0.0 0.1 0.125
H -1.383921 2.769571 3.822802 0.0 0.0 0.0 0.105
H -3.556091 3.518940 4.695548 0.0 0.0 0.0 0.121
H -5.653409 2.601846 3.778048 0.0 0.0 0.0 0.121
H -5.589032 0.922392 1.964595 0.0 0.0 0.0 0.121
H -3.423427 0.219822 1.018016 -0.1 0.0 0.0 0.092
H -0.164767 3.640724 2.147068 0.0 0.0 0.0 0.108
H 1.956766 4.778566 2.675338 0.0 0.0 0.0 0.120
H 4.057945 3.489306 2.819557 0.0 0.0 0.0 0.120
H 4.048332 1.053608 2.397444 0.0 0.0 0.0 0.119
H 1.919281 -0.109980 1.933249 0.1 0.0 0.0 0.109
Br -2.821267 2.756461 -0.828246 0.1 0.0 -0.1 0.689
C -2.100526 3.724412 -2.347769 0.2 0.0 0.0 -0.982
Br -0.502359 2.898416 -3.046001 -0.1 0.0 0.1 0.660
H -1.829778 4.712140 -1.999678 0.0 0.0 0.0 0.007
H -2.852718 3.763392 -3.124283 0.0 -0.1 0.0 0.014
```
Positions in Å, forces in eV/Å.

---

Record 4
DFT (wB97M-V/def2-TZVPD) results for a 2-piece molecular cluster, C3H10N2O overall.

Values from the calculation:
* ΔE to the lowest compared entry with this formula, charge and spin: 156.0 kJ/mol
* total charge: +1
* multiplicity: 2
* E_HOMO (spin up / spin down): -14.8 / -14.8 eV
* frontier orbital gap (spin up / spin down): 10.9 / 6.9 eV

XYZ file:
```
16
Properties=species:S:1:pos:R:3:forces:R:3:nbo_charge:R:1
C 2.108240 -1.416261 -1.015745 0.1 0.0 -0.2 -0.255
O 1.651253 -0.688386 0.131261 -0.3 0.1 0.2 -0.751
H 2.872576 -0.853003 -1.547876 0.0 0.1 0.0 0.197
H 2.551866 -2.339125 -0.663276 0.0 -0.1 0.1 0.205
H 1.294918 -1.649304 -1.705818 0.0 0.0 0.1 0.175
C -1.412424 2.038064 -0.394779 -0.4 -0.1 0.0 -0.485
N -0.570586 -0.855764 1.479064 -0.1 -0.5 -0.2 -0.518
C -1.286481 0.102416 0.973050 -0.5 0.0 0.2 0.282
N -0.696823 0.918499 0.100694 0.4 0.1 0.0 -0.222
H -0.907829 2.947878 -0.045662 0.1 0.0 -0.1 0.285
H -2.459096 2.066481 -0.093952 -0.1 0.0 0.0 0.210
H -1.327139 2.040209 -1.483769 0.1 0.1 0.0 0.272
H 0.408739 -0.993696 1.092457 0.3 -0.1 0.0 0.463
H -0.994956 -1.575053 2.057304 0.0 0.2 0.2 0.436
H -2.332371 0.193738 1.260988 0.0 0.1 0.0 0.212
H 1.100112 0.063309 -0.143939 0.5 0.1 -0.4 0.495
```
Positions in Å, forces in eV/Å.